Entry 1:
The following is a DFT calculation (wB97M-V/def2-TZVPD) of a molecular structure, C6H11N3S2 in a non-equilibrium geometry.

Kohn-Sham gap = 8.21 eV
Highest occupied orbital energy = -0.3041 Ha
E_LUMO = -0.06 eV
E = -32537.61087 eV
ΔE to the lowest compared entry with this formula, charge and spin = 292.6 kJ/mol

Last column: Löwdin charge in e.
Element x y z (Å)
C (0.8746, 0.5220, 1.1781)  -0.76
C (-1.0822, 0.9707, -0.2298)  -0.60
C (1.2181, -0.5904, -0.3252)  -0.46
C (1.7600, 0.4982, -1.3113)  -0.05
C (2.2478, -1.6377, -0.0139)  -0.10
C (-3.6110, -0.2101, 0.5940)  -0.34
N (-1.0774, -0.4146, -0.5815)  0.00
N (-0.0552, -1.0873, -0.6426)  0.07
N (-0.2035, 1.2621, 0.8963)  -0.03
S (1.6998, 0.3203, 2.5531)  0.66
S (-2.8811, 1.4580, 0.0996)  0.80
H (-1.0010, 1.5918, -1.0951)  0.08
H (2.8684, 0.6008, -1.2532)  0.09
H (1.4528, 1.5430, -1.0772)  0.07
H (1.5271, 0.2909, -2.4180)  0.11
H (1.8962, -2.4630, 0.6697)  0.10
H (3.1764, -1.1924, 0.2584)  0.05
H (2.7579, -2.1998, -0.8756)  0.11
H (-2.9128, -0.3451, 1.4241)  0.02
H (-3.3647, -0.7995, -0.2500)  -0.01
H (-4.7061, 0.0117, 0.7419)  0.06
H (-0.5839, 1.8702, 1.6583)  0.14

Force components x, y, z for each atom (eV/Å):
C 0.20 -2.57 -2.11
C -1.35 0.33 1.27
C 1.10 3.87 1.83
C 0.37 0.45 -1.34
C 0.40 -2.24 -0.83
C 0.51 2.75 0.20
N -0.58 -0.44 -1.12
N -0.41 -1.18 -0.11
N -0.17 0.70 0.93
S 0.06 0.41 -0.04
S 0.23 -0.32 0.04
H 1.10 0.32 -0.68
H -0.70 -0.58 0.13
H -0.31 -0.86 -0.21
H 0.15 0.11 1.65
H 0.42 1.23 -0.41
H 0.34 0.73 1.45
H -1.76 0.69 0.20
H -1.15 -1.03 0.36
H -0.22 -1.00 -0.45
H 1.39 -0.59 0.29
H 0.40 -0.81 -1.03

***

Entry 2:
The following is a DFT calculation (wB97M-V/def2-TZVPD) of a single C8H6I2N2O2 molecule in a non-equilibrium geometry.

Kohn-Sham gap = 8.79 eV
Highest occupied orbital energy = -0.3428 Ha
E_LUMO = -0.53 eV
E = -31667.84074 eV
ΔE to the lowest compared entry with this formula, charge and spin = 0.0 kJ/mol
Structure (SMILES) = O=C1N=CC(/C=C/I)(/C=C/I)C(=O)N1

Last column: Löwdin charge in e.
Element x y z (Å)
O (-2.2708, -3.0029, 0.4590)  0.12
C (-1.3434, -2.2606, 0.3140)  -0.49
N (-0.3635, -2.0421, 1.2850)  0.19
C (0.4386, -1.1154, 1.1940)  -0.01
C (0.3818, -0.0816, 0.0082)  -0.30
C (1.6726, 0.7367, -0.2694)  -0.15
C (2.3436, 1.4373, 0.6665)  -0.64
I (4.0503, 2.4929, 0.1346)  0.84
C (-0.6011, 0.9754, 0.2884)  -0.23
C (-1.6957, 1.3140, -0.3591)  -0.61
I (-2.7233, 3.0576, 0.1658)  0.83
C (-0.1130, -0.8618, -1.2375)  -0.40
O (0.3677, -0.8610, -2.3314)  0.14
N (-1.2518, -1.6422, -0.9569)  0.19
H (1.1800, -0.9133, 1.9053)  0.11
H (2.1806, 0.6947, -1.2136)  0.08
H (2.0743, 1.5860, 1.6877)  0.03
H (-0.4110, 1.5821, 1.2051)  0.11
H (-2.0349, 0.9347, -1.3013)  0.04
H (-1.8809, -2.0305, -1.6443)  0.17

Force components x, y, z for each atom (eV/Å):
O -0.13 -0.43 0.89
C -1.39 0.04 -1.78
N -0.91 -1.95 0.92
C 0.16 2.81 -2.57
C 1.02 -0.53 -0.95
C 0.90 -0.51 1.71
C -0.67 -0.57 -1.38
I 0.08 0.02 0.08
C -1.11 1.35 2.13
C -0.02 0.84 -0.41
I -0.07 -0.19 0.03
C -0.53 -0.95 -0.11
O 0.40 0.74 -0.34
N 1.57 0.69 1.89
H 1.08 -0.01 1.24
H -0.52 -0.28 -0.68
H -0.31 -0.04 0.51
H 0.16 -0.60 -0.71
H -0.10 -0.43 -0.18
H 0.39 0.01 -0.29

***

Entry 3:
The following is a DFT calculation (wB97M-V/def2-TZVPD) of 3 unconnected molecules or ions with the total composition C6H19NO2 in a non-equilibrium geometry.

Kohn-Sham gap = 9.26 eV
Highest occupied orbital energy = -0.3248 Ha
E_LUMO = 0.42 eV
E = -12112.98186 eV
ΔE to the lowest compared entry with this formula, charge and spin = 257.1 kJ/mol
Structure (SMILES) = CCCNCCC.O.O

Last column: Löwdin charge in e.
Element x y z (Å)
C (0.9514, -2.8722, 0.5030)  -0.08
C (0.5896, -1.4753, -0.0086)  -0.28
C (0.6621, -0.4643, 1.0709)  -0.24
N (0.8164, 0.9337, 0.5394)  -0.10
C (-0.3834, 1.8273, 0.7931)  -0.21
C (-1.2885, 2.2451, -0.3878)  -0.22
C (-1.3593, 1.2146, -1.4683)  -0.12
H (1.4982, -2.9189, 1.4117)  0.06
H (0.0313, -3.3836, 0.6408)  0.05
H (1.4531, -3.4434, -0.3407)  0.10
H (1.1103, -1.0661, -0.8289)  0.09
H (-0.4660, -1.4329, -0.4382)  0.08
H (1.3950, -0.5775, 2.0179)  0.16
H (-0.3547, -0.5388, 1.5227)  0.11
H (1.0497, 1.0326, -0.3879)  0.06
H (-0.0084, 2.7199, 1.2984)  0.10
H (-0.8883, 1.4603, 1.7602)  0.13
H (-2.2671, 2.3603, 0.1711)  0.12
H (-0.8991, 3.1853, -0.7833)  0.10
H (-1.1700, 1.5462, -2.5171)  0.09
H (-2.2492, 0.6559, -1.4957)  0.03
H (-0.5452, 0.4502, -1.3959)  0.06
O (3.4074, 1.6806, 0.8165)  -0.06
H (3.6092, 1.1974, 0.0814)  -0.04
H (2.5013, 1.3786, 1.0402)  -0.01
O (-2.1303, -1.6942, -1.4280)  -0.10
H (-3.1102, -1.5305, -1.2998)  0.09
H (-1.9553, -2.4905, -0.8871)  0.05

Force components x, y, z for each atom (eV/Å):
C 0.11 -0.39 -3.11
C -1.13 -0.53 0.11
C -0.48 1.97 2.31
N -2.66 0.07 3.64
C 1.29 -0.27 2.45
C -0.30 -0.19 1.69
C 1.86 -0.81 -1.80
H 0.72 0.18 0.60
H -0.84 -0.75 0.47
H -0.24 0.50 1.25
H 1.56 -0.29 -1.12
H 1.59 -0.19 0.94
H -1.15 -0.28 -2.49
H 0.73 0.45 0.28
H 0.72 -0.41 -2.48
H 0.32 0.53 -0.65
H 0.05 -0.37 -1.92
H 0.77 0.44 -1.27
H -0.39 0.07 0.19
H -0.45 0.46 0.79
H -1.14 -0.55 0.09
H -0.78 0.56 0.29
O -0.65 1.83 3.17
H 1.06 -1.94 -3.06
H 0.02 0.37 -0.15
O -2.01 -0.63 0.54
H 1.66 -0.32 -0.27
H -0.26 0.47 -0.50

***

Entry 4:
The following is a DFT calculation (wB97M-V/def2-TZVPD) of 2 unconnected molecules or ions with the total composition CH3NO2P in a non-equilibrium geometry.

Kohn-Sham gap = 6.97 eV
Highest occupied orbital energy = -0.0852 Ha
E_LUMO = 4.65 eV
E = -15959.55952 eV
Net charge = -1
ΔE to the lowest compared entry with this formula, charge and spin = 129.6 kJ/mol

Last column: Löwdin charge in e.
Element x y z (Å)
C (0.7868, -0.7769, -0.0660)  -0.35
N (1.5415, 0.0301, 0.5121)  -0.12
O (-2.5980, -0.4549, -0.8962)  -0.60
O (-1.2661, 1.5778, -0.1452)  -0.43
P (-1.6357, -0.1093, 0.1791)  0.59
H (1.0653, -1.6908, -0.5190)  -0.03
H (2.5940, -0.0835, 0.4922)  0.01
H (-0.4877, 1.5075, 0.4429)  -0.06

Force components x, y, z for each atom (eV/Å):
C -3.11 0.92 0.08
N 1.65 1.54 0.60
O -0.05 -0.62 -0.59
O 0.50 -2.06 0.96
P 0.70 1.08 0.09
H 0.99 -1.38 -0.81
H -1.04 -0.54 -0.06
H 0.36 1.07 -0.27

***

Entry 5:
The following is a DFT calculation (wB97M-V/def2-TZVPD) of a molecular structure, C12H10Br4MgN4O9P2.

Kohn-Sham gap = 6.66 eV
Highest occupied orbital energy = -0.1037 Ha
E_LUMO = 3.84 eV
E = -341195.17018 eV
Net charge = -2

Last column: Löwdin charge in e.
Element x y z (Å)
Mg (-1.1070, -0.2676, -0.7214)  0.65
N (2.1596, -1.5884, 1.9975)  0.10
C (2.0080, -0.8235, 0.7017)  -0.54
C (3.3336, -0.1767, 0.3496)  -0.11
P (0.5958, 0.4210, 1.0571)  0.75
O (1.4194, 1.8178, 1.3388)  -0.25
O (0.1691, -0.1018, 2.4743)  -0.50
O (0.2526, 0.8579, -2.3590)  -0.18
P (1.4470, -2.1349, -0.5189)  0.32
O (2.2932, -1.8530, -1.8198)  -0.18
O (1.8280, -3.4202, 0.1537)  -0.33
O (-0.0207, -1.8860, -0.8268)  -0.34
H (3.0638, -1.3972, 2.4214)  0.14
H (2.0809, -2.5936, 1.7359)  0.10
H (1.3619, -1.2101, 2.6011)  0.09
H (3.6782, 0.4428, 1.1859)  0.07
H (3.2114, 0.4859, -0.5047)  0.07
H (4.0934, -0.9247, 0.1105)  0.08
H (1.4467, 1.9180, 2.2997)  0.05
H (1.9763, -0.9317, -2.1138)  0.03
Br (-1.2559, 6.4953, -0.8648)  0.65
C (-0.7647, 4.7421, -1.4058)  -0.75
C (0.4363, 4.5256, -2.0697)  -0.76
Br (1.5868, 5.9754, -2.4931)  0.64
C (0.7823, 3.2190, -2.4366)  -0.62
Br (2.3039, 2.8779, -3.5053)  0.76
C (-0.0398, 2.1660, -2.1073)  -0.29
O (1.5352, 0.5297, -1.7368)  -0.34
C (-1.3143, 2.3631, -1.5023)  -0.44
O (-2.0857, 1.3560, -1.3035)  -0.14
C (-1.6316, 3.6848, -1.1396)  -0.64
Br (-3.2909, 3.9102, -0.2624)  0.73
N (-2.1809, -1.9280, 2.1506)  0.18
C (-2.7819, -2.0843, 0.9436)  -0.50
O (-2.6745, -1.1676, 0.0863)  -0.06
C (-3.5896, -3.2347, 0.7268)  -0.21
C (-3.7565, -4.1895, 1.7579)  -0.28
N (-3.8938, -4.9703, 2.6019)  0.08
C (-4.2577, -3.4133, -0.5108)  -0.25
N (-4.8208, -3.5835, -1.5045)  0.09
H (-1.5089, -1.1738, 2.2670)  0.06
H (-2.0879, -2.7343, 2.7458)  0.09

Force components x, y, z for each atom (eV/Å):
Mg -0.36 0.05 -0.60
N 0.25 0.10 0.09
C -0.09 -0.03 0.15
C 0.09 0.08 0.06
P -0.31 -0.55 0.43
O 0.08 0.09 0.12
O 0.33 0.25 -0.33
O -0.05 -0.04 0.12
P -0.20 0.18 -0.11
O 0.17 -0.46 -0.06
O 0.03 0.07 -0.05
O 0.19 -0.10 0.26
H -0.11 -0.05 0.01
H -0.06 -0.03 -0.05
H -0.07 -0.03 -0.09
H 0.02 -0.01 0.00
H 0.02 -0.04 0.00
H 0.01 -0.03 -0.01
H 0.02 0.05 0.02
H 0.04 0.34 0.08
Br 0.04 -0.04 -0.02
C -0.09 0.07 0.03
C 0.02 0.12 -0.01
Br -0.05 -0.07 0.02
C 0.04 0.07 -0.14
Br -0.02 0.01 0.08
C 0.01 -0.22 0.00
O -0.13 0.12 -0.12
C 0.10 0.06 -0.10
O 0.05 0.00 0.26
C -0.07 0.02 -0.07
Br 0.05 0.03 -0.01
N 0.06 -0.14 0.05
C -0.15 0.27 0.11
O 0.13 -0.03 -0.08
C -0.03 -0.13 0.06
C -0.11 0.08 -0.43
N 0.05 0.00 0.15
C 0.13 -0.03 0.32
N -0.08 -0.04 -0.11
H 0.08 -0.07 -0.02
H -0.03 0.06 0.01